No. 1
55
Properties=species:S:1:pos:R:3:forces:R:3 method="wB97M-V/def2-TZVPD" de_lowest_kcal_mol=42.2 smiles="COc1ccc(NC(=O)C[C@@]23C[C@H]4C[C@@H](C2)C[C@](n2nnc(C)n2)(C4)C3)cc1" e_homo_ev=-8.530 e_lumo_ev=0.623
C -5.86554 -1.42809 -1.89483 -0.2 0.1 -0.1
O -4.67931 -2.02628 -1.43113 0.3 -0.1 0.1
C -3.96495 -1.39307 -0.46296 0.2 0.0 0.1
C -2.81238 -2.05059 -0.02616 -0.2 0.0 -0.1
C -2.00817 -1.49122 0.94199 -0.1 0.2 0.0
C -2.33157 -0.25306 1.49601 -0.3 0.0 -0.3
N -1.49716 0.31858 2.48038 -0.1 -0.5 0.5
C -0.78533 1.47722 2.43210 -0.1 0.3 -0.2
O -0.08740 1.80177 3.37004 0.3 0.1 0.2
C -0.88079 2.30351 1.16400 0.1 0.0 0.1
C 0.11193 1.84917 0.05599 -0.1 0.1 0.1
C -0.66130 1.43715 -1.20282 0.2 -0.1 -0.1
C 0.30709 1.02443 -2.31104 -0.1 0.0 -0.2
C 1.23004 2.19262 -2.65424 0.0 0.0 0.0
C 2.02050 2.59214 -1.40912 0.0 0.1 0.0
C 1.05293 3.00738 -0.30025 0.1 -0.1 -0.1
C 2.87000 1.41132 -0.94025 0.0 0.1 0.0
C 1.93554 0.25738 -0.60062 -0.4 0.4 -0.2
N 2.69700 -0.87658 -0.13690 0.6 -0.6 0.3
N 2.13729 -1.93148 0.39053 -0.9 0.2 0.0
N 3.08318 -2.76048 0.67784 0.3 -0.6 0.3
C 4.23309 -2.17620 0.30662 -0.2 0.4 -0.2
C 5.56843 -2.79248 0.45670 0.1 0.1 -0.1
N 4.00226 -0.97645 -0.21576 0.7 -0.1 0.0
C 1.14220 -0.16365 -1.84042 -0.1 0.1 -0.1
C 0.97028 0.66485 0.51250 0.0 0.1 -0.1
C -3.49531 0.38360 1.08744 0.2 -0.2 0.1
C -4.30411 -0.17239 0.11095 -0.2 -0.1 -0.3
H -5.67239 -0.45142 -2.35046 0.0 0.0 0.0
H -6.26037 -2.10494 -2.65064 0.0 0.1 0.0
H -6.60050 -1.31642 -1.09124 0.0 0.0 0.0
H -2.56821 -3.00413 -0.46600 0.0 -0.1 -0.1
H -1.12126 -2.01356 1.27013 0.1 0.0 0.0
H -1.26829 -0.27075 3.27170 0.0 0.2 0.0
H -0.65166 3.33040 1.45220 -0.1 -0.1 0.1
H -1.89460 2.27374 0.77248 0.0 0.1 0.0
H -1.27093 2.27593 -1.54688 -0.1 0.1 0.0
H -1.33007 0.60529 -0.97206 -0.1 0.0 0.0
H -0.26378 0.73276 -3.19901 0.0 0.0 0.1
H 0.63968 3.04052 -3.00718 0.0 0.1 -0.1
H 1.91454 1.90486 -3.45481 0.0 0.0 -0.1
H 2.67824 3.43432 -1.64770 0.0 -0.1 0.0
H 0.46656 3.86690 -0.63288 -0.1 0.1 0.0
H 1.61405 3.30439 0.58792 0.0 0.1 0.1
H 3.57001 1.10641 -1.71961 0.0 0.0 0.0
H 3.45184 1.68539 -0.05864 0.0 0.0 0.0
H 5.49396 -3.65057 1.11812 0.1 0.0 0.0
H 6.26926 -2.06593 0.86093 0.1 0.0 0.0
H 5.93728 -3.11993 -0.51445 0.1 -0.1 0.0
H 1.83027 -0.47964 -2.62823 0.1 0.0 0.0
H 0.49779 -1.00845 -1.58798 0.0 0.0 0.0
H 0.34674 -0.19596 0.75079 0.0 0.0 0.0
H 1.53769 0.93806 1.40511 0.0 0.0 0.0
H -3.78320 1.31773 1.54633 0.0 0.1 0.1
H -5.19932 0.35196 -0.18304 -0.1 0.0 -0.1



No. 2
91
Properties=species:S:1:pos:R:3:forces:R:3 method="wB97M-V/def2-TZVPD" multiplicity=3 s_squared=2.01 e_homo_ev="-11.359 / -13.623" e_lumo_ev="-4.379 / -6.191" total_charge=+2
Pt 0.51347 -0.00213 0.28778 0.2 -0.2 -0.5
C 1.05248 -2.60403 -1.61646 0.0 0.0 -0.1
C 0.89121 -1.55391 -2.71911 0.0 0.0 0.0
P 0.86543 0.18590 -2.11455 0.2 -0.1 0.2
C -0.14135 1.06182 -3.32257 0.0 0.1 0.0
C -1.37721 1.57542 -2.93775 0.0 0.0 -0.1
C -2.18819 2.20080 -3.87768 0.0 0.0 0.0
C -1.76626 2.31172 -5.19321 0.0 0.0 0.0
C -0.53302 1.79750 -5.58116 0.0 0.0 0.0
C 0.28031 1.17260 -4.65065 0.0 0.0 0.0
C 2.55204 0.81746 -2.27849 0.0 -0.1 0.0
C 3.62590 0.01171 -1.89399 0.0 0.0 0.0
C 4.91749 0.51644 -1.88675 0.0 0.0 0.0
C 5.14699 1.83816 -2.25046 0.0 0.0 0.0
C 4.08351 2.64701 -2.62674 0.0 0.0 0.0
C 2.79027 2.14073 -2.64064 0.0 0.1 0.0
P -0.04748 -2.23813 -0.19997 -0.3 0.3 0.1
C -1.71174 -2.48436 -0.87189 0.0 -0.1 0.0
C -2.71012 -1.54515 -0.63351 0.0 0.0 0.0
C -3.98873 -1.73852 -1.14205 0.0 0.0 0.0
C -4.27664 -2.86805 -1.89278 0.0 0.0 0.0
C -3.28672 -3.81351 -2.13111 0.0 0.0 0.0
C -2.01266 -3.62520 -1.62033 0.0 0.0 0.0
C 0.26877 -3.56289 0.97658 0.0 0.0 0.0
C -0.75325 -4.36081 1.48163 0.0 0.0 0.1
C -0.45755 -5.36425 2.39634 0.0 0.0 0.0
C 0.85056 -5.57343 2.80454 0.0 0.0 0.0
C 1.87279 -4.77360 2.30615 0.0 0.0 0.0
C 1.58195 -3.76754 1.40181 0.0 0.0 0.0
H 2.07553 -2.65024 -1.24066 0.0 0.0 0.0
H 0.81849 -3.60121 -1.99106 0.0 0.0 -0.1
H 1.66666 -1.64596 -3.48115 0.0 -0.1 0.0
H -0.07099 -1.69586 -3.21552 0.0 0.0 0.0
H -1.70218 1.47765 -1.91049 0.0 0.0 0.0
H -3.15109 2.59807 -3.58325 0.0 0.0 0.0
H -2.39878 2.79899 -5.92383 0.0 0.0 0.0
H -0.20802 1.88446 -6.60948 0.0 0.0 0.0
H 1.24315 0.77944 -4.95683 0.0 0.0 0.0
H 3.46394 -1.02265 -1.61132 0.0 0.0 0.0
H 5.74599 -0.12324 -1.61077 0.0 0.0 0.0
H 6.15508 2.23183 -2.25451 0.0 0.0 0.0
H 4.26090 3.67265 -2.92396 0.0 0.0 0.0
H 1.96810 2.77783 -2.94445 0.0 0.0 0.0
H -2.47775 -0.65645 -0.06306 0.1 0.0 0.0
H -4.76500 -1.00592 -0.95725 0.0 0.0 0.0
H -5.27193 -3.01675 -2.29112 0.0 0.0 0.0
H -3.51030 -4.69902 -2.71097 0.0 0.0 0.0
H -1.25737 -4.38226 -1.79733 0.0 0.0 0.0
H -1.77731 -4.20897 1.16442 0.0 0.0 0.0
H -1.25237 -5.98799 2.78313 0.0 0.0 0.0
H 1.07766 -6.36231 3.50964 0.0 0.0 0.0
H 2.89409 -4.93678 2.62398 0.0 0.0 0.0
H 2.38318 -3.13596 1.03261 0.0 0.0 0.0
C 1.46317 -0.78112 4.91183 0.1 0.0 0.0
C 1.79100 -0.48830 3.47539 -0.1 -0.1 -0.1
O 1.11350 -0.93980 2.55220 0.1 0.1 0.1
N 2.87914 0.28206 3.24776 0.0 0.1 0.0
C 3.33825 0.62297 1.91327 0.0 0.0 0.1
C 2.77686 1.92536 1.39659 -0.1 0.0 -0.1
C 3.44117 3.11761 1.63961 0.1 0.0 0.0
C 2.92611 4.30298 1.14756 0.0 0.1 0.0
C 1.75822 4.26295 0.40379 0.0 0.0 0.0
C 1.14994 3.04228 0.19857 0.0 -0.1 0.0
N 1.63406 1.89444 0.69438 -0.1 0.1 0.2
H 0.64844 -1.49692 4.94942 0.0 0.0 0.0
H 1.16075 0.13882 5.41543 0.0 0.0 0.0
H 2.32835 -1.18637 5.43781 0.0 0.0 0.0
H 3.38841 0.63235 4.04230 0.0 0.0 0.0
H 3.06034 -0.18797 1.23899 0.0 0.0 0.0
H 4.42575 0.68053 1.92334 0.0 0.0 0.0
H 4.36761 3.10781 2.19980 0.0 0.0 0.0
H 3.43731 5.24004 1.32608 0.0 0.0 0.0
H 1.33157 5.15791 -0.02760 0.0 0.0 0.0
H 0.24588 2.95731 -0.39022 0.0 0.0 0.0
O -1.27878 1.25902 0.31098 -0.2 0.0 0.3
C -1.65290 1.59039 1.48304 0.0 0.0 -0.1
O -1.10617 1.34289 2.55595 -0.1 0.0 0.0
C -2.96931 2.38957 1.50396 -0.2 0.0 0.0
N -3.29488 2.61121 2.96922 0.1 -0.2 -0.2
C -4.57000 1.86216 3.28995 0.1 0.0 0.0
C -4.64246 0.81243 2.19253 0.0 0.0 0.0
C -4.15408 1.58492 0.96524 0.0 0.1 0.0
H -2.82690 3.34346 1.00153 0.0 0.0 0.0
H -3.34096 3.59303 3.22790 0.0 0.0 0.0
H -2.46799 2.17384 3.43092 0.0 0.0 0.1
H -5.39252 2.57080 3.21845 0.0 0.0 0.0
H -4.51122 1.47901 4.30443 0.0 0.0 0.0
H -5.65366 0.42869 2.08022 0.0 0.0 0.0
H -3.98051 -0.02702 2.41781 0.0 0.0 0.0
H -4.93540 2.25529 0.60415 0.0 0.0 0.0
H -3.84005 0.95424 0.13766 0.0 0.0 0.0